C3H2AgO as an isolated structure, computed with the ωB97M-V functional and the def2-TZVPD basis.

Calculated values
Net charge: -2
<S²>: 0.760
Spin multiplicity: 2
ΔE to the lowest compared entry with this formula, charge and spin: 0.00 kJ/mol

Last column: Mulliken charge in e.
Atoms and positions in Å:
H -2.18190 -1.26103 -0.20241  -0.115
C -1.83541 -0.29008 0.31309  -1.021
C -0.41275 -0.06442 0.14845  0.525
C 0.80974 0.09449 0.10480  0.278
O 2.08576 0.22695 0.07926  -0.492
H -2.41994 0.52153 -0.16407  -0.087
Ag 3.95451 0.77255 -0.27912  -1.089

=====

C3H2BiFLiO3 as an isolated structure, computed with the ωB97M-V functional and the def2-TZVPD basis.

Calculated values
Net charge: +1
Spin multiplicity: 1

Last column: Mulliken charge in e.
Atoms and positions in Å:
O -0.31919 1.63964 1.41361  -0.477
C -1.27044 1.10199 1.83148  0.771
C 0.05457 -0.49644 -1.25514  1.060
O -0.98109 -0.72101 -0.58164  -0.605
O -2.07067 0.55799 2.46228  -0.299
C 1.37002 -0.40406 -0.88358  -1.565
Li 1.14012 1.58487 0.07202  0.965
F -0.20412 -0.21364 -2.56986  -0.215
H 2.12586 -0.22025 -1.64757  0.380
H 1.66055 -0.86822 0.06080  0.417
Bi -1.50560 -1.96089 1.09760  0.568

=====

C3H2Br2 as an isolated structure, computed with the ωB97M-V functional and the def2-TZVPD basis.

Calculated values
Net charge: 0
Spin multiplicity: 1
ΔE to the lowest compared entry with this formula, charge and spin: 240.40 kJ/mol

Last column: Mulliken charge in e.
Atoms and positions in Å:
C 1.30141 -0.08252 -0.80324  -0.483
C 1.61545 0.17348 0.32238  -0.199
C -2.09801 -0.11815 0.97847  -0.047
Br -1.66895 -1.67784 0.12338  0.036
Br -2.31441 1.44627 -0.03326  0.000
H 1.27399 -0.34251 -1.85534  0.328
H 1.89052 0.60126 1.26761  0.365

=====

One molecule with the formula C3H2Br2ClF, computed with the ωB97M-V functional and the def2-TZVPD basis.

Calculated values
Net charge: 0
<S²>: 2.009
Spin multiplicity: 3
ΔE to the lowest compared entry with this formula, charge and spin: 50.28 kJ/mol

Last column: Mulliken charge in e.
Atoms and positions in Å:
C 0.30178 -0.34766 -0.51707  0.024
C -0.98895 -0.84924 -0.36761  0.525
C 0.73337 0.57005 0.53268  -0.713
F -1.59058 -1.53184 -1.26031  -0.222
Cl -1.86083 -0.49915 1.01748  -0.121
Br 1.26867 -0.70995 -2.03445  -0.059
Br -0.26581 2.28261 0.55559  -0.125
H 0.57994 0.03498 1.49932  0.340
H 1.82240 1.05021 0.57437  0.352

=====

C3H2Br2F2 as an isolated structure, computed with the ωB97M-V functional and the def2-TZVPD basis.

Calculated values
Net charge: 0
Spin multiplicity: 1
ΔE to the lowest compared entry with this formula, charge and spin: 268.33 kJ/mol

Last column: Mulliken charge in e.
Atoms and positions in Å:
C 0.65641 -2.24488 0.09478  -0.423
C 0.17077 -1.02877 -0.13680  0.149
C -0.61008 2.50910 -0.16567  0.170
F -1.54516 2.88317 0.72846  -0.159
F 0.23245 3.46956 -0.02479  -0.129
Br -0.27797 -0.39403 -1.94527  -0.100
Br -0.23163 0.36972 1.11783  -0.032
H 0.58194 -2.95374 -0.69970  0.240
H 1.02327 -2.61012 1.03116  0.285

=====

One molecule with the formula C3H2BrNO2, computed with the ωB97M-V functional and the def2-TZVPD basis.

Calculated values
Net charge: 0
Spin multiplicity: 1
ΔE to the lowest compared entry with this formula, charge and spin: 382.58 kJ/mol

Last column: Mulliken charge in e.
Atoms and positions in Å:
C 1.13925 -0.13400 0.54163  0.072
C 0.88606 -0.42189 -0.73231  -0.509
C -1.18238 0.15543 -0.64199  0.537
N -1.07591 0.33016 0.63259  0.092
O -1.94283 0.23631 -1.52799  -0.432
O 0.06874 0.20852 1.31835  -0.302
Br 1.92576 -0.90874 -2.08690  -0.093
H 1.90446 -0.04031 1.22564  0.470
H -1.72314 0.57451 1.27098  0.166

=====

C3H2CaLiO3 as an isolated structure, computed with the ωB97M-V functional and the def2-TZVPD basis.

Calculated values
Net charge: 0
<S²>: 0.751
Spin multiplicity: 2
ΔE to the lowest compared entry with this formula, charge and spin: 0.00 kJ/mol

Last column: Mulliken charge in e.
Atoms and positions in Å:
O -2.06489 0.27766 1.18828  -0.592
O -0.28543 -0.59009 -0.73742  -0.260
C 0.36288 0.02337 -1.74965  -0.071
C 0.07806 -0.33577 0.61822  -0.654
O 1.33761 0.74812 -1.42897  -0.651
C -0.84495 0.26139 1.48994  0.107
Li -0.31205 -0.52090 -3.64860  0.974
H -0.60134 0.36416 2.57139  0.339
H 0.35986 -1.32680 1.16465  0.239
Ca 1.97025 1.09885 0.53216  0.569

=====

C3H2CeO2 as an isolated structure, computed with the ωB97M-V functional and the def2-TZVPD basis.

Calculated values
Net charge: +2
<S²>: 2.025
Spin multiplicity: 3
ΔE to the lowest compared entry with this formula, charge and spin: 468.96 kJ/mol

Last column: Mulliken charge in e.
Atoms and positions in Å:
O 0.42623 1.24750 1.66453  -0.306
C 0.53207 0.93775 0.49781  0.093
C 0.58772 -0.79970 0.13805  -0.023
H 0.58316 -1.68669 0.77611  0.383
C -0.56396 -0.24664 -0.58026  -0.101
O 0.54626 -0.79913 -1.25674  -0.258
H 0.93972 1.65605 -0.25098  0.444
Ce -3.05119 -0.30913 -0.98854  1.769

=====

Number 1: E_tot -9182.6741 eV, largest force on an atom 1.8 eV/Å. Number 2: E_tot -18041.2943 eV, largest force on an atom 2.5 eV/Å. Number 3: E_tot -143222.6853 eV, largest force on an atom 1.3 eV/Å. Number 4: E_tot -158463.5941 eV, largest force on an atom 5.3 eV/Å. Number 5: E_tot -148659.3381 eV, largest force on an atom 2.3 eV/Å. Number 6: E_tot -78766.1410 eV, largest force on an atom 4.9 eV/Å. Number 7: E_tot -27926.0029 eV, largest force on an atom 5.2 eV/Å. Number 8: E_tot -20140.5325 eV, largest force on an atom 5.2 eV/Å.